(1)
The following is a quantum chemistry calculation of a cluster of 11 separate species, C23H68NO23S in total at a distorted geometry, from the OMol25 dataset.

Structure (XYZ):
```
116
Properties=species:S:1:pos:R:3:lowdin_charge:R:1
S -0.0253 0.0648 -1.1954 0.303
O 3.6457 -0.3790 -0.7289 -0.167
O -3.0428 -2.0693 0.3677 -0.129
O -4.4604 2.0335 2.2885 -0.088
O 6.0336 1.9849 -2.1779 0.005
O -0.8926 0.1870 -2.2782 -0.253
O -0.7518 -4.5312 -4.2123 -0.136
O -2.9328 4.3249 -2.3999 -0.019
O -2.5032 -2.6403 5.6532 -0.093
O 2.0654 2.3588 0.8784 -0.093
O -0.8619 -0.8880 2.9446 -0.039
O -6.3162 1.6779 -0.7013 -0.132
O 2.0097 1.0776 -3.7159 -0.158
O -0.8962 0.4252 -4.8996 -0.050
O 0.2091 1.3615 -0.5356 -0.333
O -3.8085 -3.8586 -2.6889 -0.068
O -1.0671 2.9207 1.2761 -0.159
O -0.5836 -0.7661 -0.2112 -0.289
O 0.1672 -3.5734 0.7237 -0.019
O 3.2796 -4.0211 2.4125 -0.148
O 0.6564 3.6153 -1.9463 -0.015
O 1.9396 -2.3816 -3.1459 -0.122
O 1.2342 -0.5344 -1.7182 -0.343
O -3.2290 1.5861 -2.8070 -0.058
N 3.0200 0.9529 4.3486 -0.336
C -0.6114 3.7129 -2.6431 -0.161
C 1.9666 1.6782 2.1413 -0.209
C 2.6615 -0.4310 4.0989 -0.024
C -4.2985 1.1698 -1.8631 -0.163
C -3.1221 2.5214 2.7111 -0.151
C 3.1121 1.8807 3.2151 -0.119
C 1.2178 -3.1488 1.5670 -0.239
C -2.4336 2.3672 1.3685 -0.211
C 2.0312 1.5550 5.3304 0.005
C 1.1108 -3.4684 -2.9891 -0.274
C 4.3809 0.9888 5.0745 -0.011
C 1.7236 0.3699 -4.8954 -0.230
C -5.2970 2.3013 -1.3891 -0.297
C 0.1608 -3.3656 -4.1910 -0.212
C 5.4430 0.7450 -1.8898 -0.245
C -1.5961 -2.3487 4.6214 -0.241
C -1.9860 -1.2560 3.5310 -0.278
C 4.2468 0.9615 -1.0111 -0.247
C -1.6465 4.5825 -1.8134 -0.141
C 2.1998 -4.3054 1.5440 -0.267
C -3.8474 -2.7387 -1.8397 -0.218
C 0.3435 1.0787 -5.3129 -0.173
C -3.0573 -3.1629 -0.5515 -0.200
H 3.9784 1.6217 2.4120 0.188
H 1.7763 -2.3238 1.0475 0.134
H -2.5105 1.0516 -2.6566 -0.027
H 4.2633 0.5381 6.0508 0.071
H 3.6293 1.7050 -1.3938 0.088
H 5.2180 0.4195 4.4645 0.156
H -4.7918 0.5490 -2.4585 0.063
H -1.4277 5.5772 -1.7041 0.088
H -2.2286 -1.4741 0.2167 0.060
H -2.8361 -3.9932 -2.6634 0.071
H -2.3239 1.2230 0.9405 0.160
H -2.3047 -0.4220 4.1455 0.111
H -3.0844 2.7129 0.6005 0.067
H 4.5803 1.3062 0.0114 0.106
H 1.7936 0.3188 -2.8588 0.127
H 1.9454 0.6101 1.4578 0.181
H -0.8627 -1.0322 2.0240 0.039
H -1.4217 -4.2012 -4.8960 0.106
H -1.0099 2.7024 -2.6453 0.092
H -3.0757 -3.4079 5.4922 0.092
H 4.9695 0.2627 -2.8803 0.173
H -5.8291 0.8492 -0.1863 0.174
H -0.5997 -2.5307 -4.2089 0.131
H 1.7014 -4.4264 -2.7916 0.133
H -3.2906 -1.9845 -2.2671 0.089
H 0.6882 2.9546 -1.4124 -0.089
H -4.7688 -2.3808 -1.7335 0.079
H -2.7849 1.8843 3.3788 0.055
H -0.6243 2.2366 0.5418 0.091
H 1.3479 2.0791 0.3355 -0.024
H -5.8243 3.0143 -2.3431 0.187
H 2.0354 1.0606 6.2460 0.078
H 0.4190 2.1179 -5.3012 0.072
H -0.5710 4.1387 -3.6071 0.102
H 2.4317 2.5279 5.5352 0.095
H 2.7184 -1.0436 4.9612 0.102
H 1.8280 -5.3177 1.9404 0.143
H -1.5742 3.9085 -0.9299 0.105
H -4.6893 3.1373 -0.7439 0.129
H 0.0865 0.9176 -6.4715 0.132
H 4.6904 2.0296 5.6213 0.160
H 0.8625 1.8019 2.6555 0.149
H -3.1091 3.4722 2.9271 0.071
H -0.8357 0.4751 -4.0347 -0.090
H 4.0787 -3.5477 1.9766 0.133
H -0.2127 -2.8259 0.4233 -0.037
H 3.2161 2.8421 3.2317 0.072
H 1.5933 -0.8231 -4.8620 0.146
H -2.6767 -1.6588 2.9098 0.084
H -1.9978 -3.6420 -0.7024 0.145
H 5.6357 2.3611 -2.8130 -0.033
H -4.9897 1.9789 3.1046 0.083
H 6.1026 0.1837 -1.2745 0.103
H 1.7031 -1.5521 -2.6373 0.008
H -0.5494 -2.0860 5.1882 0.145
H 0.5175 -3.4034 -1.9756 0.130
H 2.9733 -0.7208 3.1362 0.081
H -3.0854 3.5247 -2.5333 -0.113
H 2.7847 -4.5463 0.6305 0.129
H 1.2227 -2.9050 2.6415 0.106
H -3.8726 0.6040 -1.0436 0.108
H 0.9439 1.6908 5.1126 0.135
H 0.7897 -3.2268 -5.0625 0.104
H 1.5035 -0.5885 3.7251 0.156
H 2.4810 0.4855 -5.4782 0.027
H 2.5826 -0.2575 -0.9785 0.083
H -3.5854 -3.8529 0.0696 0.101
H -1.3350 -3.3142 4.0482 0.130
```

Output
LUMO = 0.95 eV
net charge = -1



(2)
The following is a quantum chemistry calculation of a cluster of 12 separate species, C23H72N12O17 in total at a distorted geometry, from the OMol25 dataset.

Structure (XYZ):
```
124
Properties=species:S:1:pos:R:3:lowdin_charge:R:1
O 0.4015 4.9748 -0.1997 -0.069
O 1.2966 6.8004 2.9759 -0.073
O -1.3745 -3.9260 -5.9247 -0.057
O 1.8503 -1.3209 1.2360 0.046
O 2.9290 2.9216 -4.6533 0.040
O -8.3990 -1.1448 -5.4253 -0.068
O 7.2998 -0.7776 -0.4065 -0.042
O 8.5658 6.6041 0.6122 0.033
O 8.4254 -2.4479 -2.9348 -0.059
O 1.4121 -3.1309 -5.5769 -0.054
O -6.9613 -1.8494 -2.2313 -0.086
O -4.2812 -5.0843 1.5072 -0.041
O 6.5866 0.4254 4.7384 0.086
O -2.5652 0.2099 5.2516 -0.173
O 0.5735 -7.3005 -0.4209 0.081
O -4.0593 -6.4569 4.3007 -0.065
O -5.2409 5.4529 -2.0714 -0.200
N 6.5784 2.1446 6.1154 0.162
N 0.1691 -0.3003 0.3042 0.161
N 2.2510 0.2190 -0.2929 0.163
N 4.5346 1.4704 -4.8490 0.169
N 2.5041 -6.6081 0.3928 0.141
N 8.9530 4.4487 0.3449 0.158
N 2.5348 -8.2251 -1.0151 0.150
N 5.0651 3.4766 -4.7124 0.167
N -0.9412 -0.4900 7.6411 0.033
N 7.0353 5.1177 0.9879 0.176
N -6.3482 3.6352 -5.1322 0.033
N 4.7605 1.4528 5.3169 0.152
C -0.7859 -3.1979 -4.8752 -0.258
C 4.0969 2.6562 -4.7881 -0.870
C -5.2079 -5.7887 2.2768 -0.289
C -8.2826 -1.6238 -4.0879 -0.242
C -6.1509 4.6537 -4.1505 -0.454
C 0.8896 5.7416 2.0690 -0.224
C 1.7418 -7.3932 -0.3606 -0.802
C -1.1110 -1.2447 6.3687 -0.410
C 8.2127 5.4506 0.7489 -0.846
C 0.6123 -3.7759 -4.6474 -0.277
C -5.3909 4.2399 -2.8417 -0.153
C -3.8918 0.5780 5.0904 -0.151
C -7.4476 5.4404 -3.9702 -0.068
C 1.4587 -0.4780 0.4977 -0.804
C -0.5321 -2.6350 6.6207 -0.088
C 0.8755 6.0696 0.5614 -0.258
C 7.2793 -2.1263 -0.7017 -0.310
C 7.2409 -2.5648 -2.1123 -0.243
C -4.6803 -6.9019 3.1076 -0.268
C -2.4487 -1.1856 5.6590 -0.167
C -5.0702 5.2371 -0.7287 -0.145
C 6.0424 1.2914 5.3010 -0.860
C -6.8507 -2.0122 -3.6302 -0.226
H -5.8142 3.3661 -2.3463 0.121
H 3.4670 -8.2349 -0.6267 0.100
H -3.8556 -7.3946 2.5925 0.118
H 9.8778 4.6300 -0.0183 0.121
H -7.8612 -0.3557 -5.3267 0.075
H -5.9810 -6.1852 1.6185 0.117
H 6.5275 -2.7569 -0.2271 0.121
H -6.0974 -1.2692 -3.8919 0.109
H -3.3520 -5.8888 3.9869 0.080
H 4.2305 2.0463 5.9389 0.108
H -0.1908 -0.8833 8.1910 0.053
H 0.9997 -3.4692 -3.6759 0.114
H 2.1039 -5.8626 0.9444 0.115
H -8.9021 -0.9874 -3.4559 0.120
H 8.4688 3.5840 0.1501 0.103
H -5.7614 -5.2644 3.0558 0.128
H -1.0224 -3.3321 7.3002 0.073
H -8.2359 4.7095 -4.1506 0.072
H -0.4455 -0.6916 5.7059 0.131
H 6.3358 -2.1484 -2.5545 0.120
H 3.2599 0.2579 -0.2654 0.113
H 0.3986 7.0371 0.4041 0.115
H 1.8395 0.7115 -1.0727 0.101
H -6.1060 -2.1105 -1.8821 0.082
H -0.1688 5.5385 2.2320 0.111
H -6.0883 5.0547 -0.3847 0.089
H -0.1056 0.4923 -0.2583 0.102
H -1.6025 -3.3135 -6.6279 0.087
H 8.3771 -1.5321 -3.2186 0.073
H -4.5800 0.4665 5.9283 0.088
H 2.1256 -9.0574 -1.4150 0.117
H -4.3890 4.4425 -0.4244 0.089
H -0.6021 -2.1515 -5.1192 0.119
H 4.7157 4.4197 -4.6201 0.131
H -5.4605 -7.6148 3.3744 0.127
H -4.7553 6.1908 -0.3051 0.090
H -7.5558 5.8794 -2.9784 0.073
H 5.5257 1.3987 -5.0297 0.113
H -5.6170 5.5240 -4.5319 0.125
H -4.4127 3.8903 -3.1718 0.115
H -1.4135 -3.2515 -3.9856 0.111
H 0.6336 4.7551 -1.1050 0.090
H -5.6329 3.8110 -5.8232 0.072
H -8.9378 -2.4893 -3.9893 0.114
H -6.3917 -2.9592 -3.9141 0.119
H 0.5561 7.1935 3.4437 0.078
H 6.9377 4.1208 1.1174 0.117
H 0.5492 -4.8637 -4.6755 0.126
H -3.7052 -5.7042 1.0538 0.091
H 6.5562 5.8006 1.5573 0.138
H 5.9782 3.1508 -4.4291 0.120
H 7.1001 -3.6424 -2.1962 0.122
H 0.4485 -2.7384 7.0853 0.071
H 7.5789 2.1117 6.2495 0.123
H -4.0919 1.5858 4.7265 0.084
H -7.0562 3.9011 -5.8017 0.066
H -2.5719 -1.9390 4.8810 0.126
H 7.1116 -0.6811 0.5299 0.094
H -7.5871 6.2990 -4.6270 0.077
H 5.9667 2.6988 6.6975 0.110
H -3.2715 -1.4624 6.3180 0.119
H 3.4922 -6.5007 0.2133 0.099
H 1.5668 -3.8845 -6.1512 0.089
H 1.9237 6.2335 0.3113 0.110
H 8.1416 -2.5094 -0.1560 0.123
H 4.1536 0.6791 5.0865 0.120
H -4.2206 0.0157 4.2164 0.084
H 3.9402 0.6539 -4.8361 0.131
H 1.4340 4.8205 2.2772 0.118
H -1.6362 -0.9323 8.2254 0.059
H -0.4641 -3.3065 5.7647 0.069
H -0.5338 -0.8241 0.8058 0.119
```

Output
SMILES string = COC[C@H](C)N.COC[C@H](C)N.NC(N)=O.NC(N)=O.NC(N)=O.NC(N)=O.NC(N)=O.OCCO.OCCO.OCCO.OCCO.OCCO
LUMO = -0.26 eV